# 1
Formula: C24H32N6O2
Source: OMol25
Level of theory: ωB97M-V with the def2-TZVPD basis set

Geometry as XYZ:
```
64
Properties=species:S:1:pos:R:3
N -0.279 -2.198 -2.890
H -2.760 2.097 -0.771
H -2.377 0.362 -0.911
H -3.109 -2.925 -4.276
C -0.367 1.653 3.796
H -1.971 -4.079 -6.184
H 0.286 1.814 -2.837
C -1.946 1.197 1.023
C -0.788 -0.013 -2.842
H -0.165 1.517 5.982
N -1.219 2.398 3.048
C -1.689 2.858 5.067
C 1.528 -1.274 2.411
C 0.380 -0.506 2.985
H -1.473 2.015 -2.993
C -0.040 2.818 0.925
C 4.586 0.466 3.468
O -0.713 -1.016 3.133
H -1.793 -3.981 -3.706
C 2.890 -0.945 2.526
H 1.763 -1.825 -1.379
C 2.120 -3.239 1.124
H -2.937 1.016 1.441
H -3.851 -0.687 -3.930
N -0.721 1.595 -1.045
C -2.030 1.310 -0.495
H 1.818 -4.121 0.580
C -1.364 2.483 1.613
C -2.960 -0.167 -4.283
H 4.592 1.356 4.095
H -2.074 3.304 1.456
C -2.026 -3.078 -4.274
H 2.038 -0.215 -2.074
C 1.312 -0.856 -1.575
H 4.888 -1.542 2.017
N -1.396 -1.983 -3.590
C 0.105 -1.024 -2.424
H -1.313 0.350 1.279
H -2.888 -0.309 -5.361
H 1.569 1.131 3.260
H 5.078 -0.353 4.000
C 1.174 -2.426 1.713
H 0.346 3.770 1.294
C -0.644 1.931 5.119
H 1.035 -0.385 -0.635
C -0.680 1.433 -2.489
H -1.727 -2.332 -6.288
C -1.506 -3.223 -5.704
H 0.703 3.102 -1.076
N 0.610 0.812 3.241
N -2.018 3.127 3.819
H 5.123 0.676 2.538
C -1.746 -0.673 -3.591
C 3.457 -2.907 1.240
H -0.958 3.696 -0.831
H -0.430 -3.368 -5.689
H 0.122 -2.661 1.647
H 0.688 2.034 1.135
H -2.204 3.334 5.878
H 4.217 -3.528 0.789
H -3.081 0.894 -4.084
C 3.838 -1.774 1.939
C -0.249 2.881 -0.585
O 3.227 0.184 3.228
```

As for the orbital gap: 9.08 eV. The value obtained for the highest occupied orbital energy is -8.50 eV. The calculation puts the energy above the lowest of the compared OMol25 structures with the same formula, charge and spin at 55.9 kcal per mole. As for the max |F|: 0.81 eV/A. For the LUMO energy, the calculation gives 0.6 eV. The value obtained for the total energy is -1412.76125 a.u. The multiplicity is 1. As for the SMILES: CCn1nc(C)c(CN2CCC(n3nccc3NC(=O)c3ccccc3OC)CC2)c1C.

# 2
Formula: C24H32N6O4
Source: OMol25
Level of theory: ωB97M-V with the def2-TZVPD basis set

Geometry as XYZ:
```
66
Properties=species:S:1:pos:R:3
H 0.533 -4.598 0.027
H -3.352 1.731 1.075
C 3.536 -1.403 1.785
H -1.184 0.274 -2.230
C 1.441 2.607 -0.695
H 4.908 -0.203 2.885
H -4.192 -0.092 -1.232
C 1.417 -2.827 -0.682
H -0.625 -2.062 0.438
H -3.985 -0.523 1.881
H 3.371 -2.123 2.571
C -4.108 1.151 0.538
H -1.265 5.794 -0.165
C -5.891 -0.636 0.888
C 0.495 -3.991 -0.876
C 0.993 1.489 1.386
H 0.699 4.265 0.441
C 4.391 -0.338 1.947
O 2.158 0.050 -2.571
H 2.416 2.667 -0.207
C -0.619 4.038 -1.246
H 0.840 -4.592 -1.721
H -2.179 5.480 -1.640
H -6.621 0.030 0.430
H 5.292 1.389 1.049
H -0.560 3.708 -2.285
H -6.395 -1.221 1.654
H -0.982 -2.935 -2.059
H -1.296 3.364 -0.719
H 4.088 1.108 -1.104
H 0.310 1.056 -2.446
C 0.768 3.979 -0.611
N 1.522 -1.942 -1.724
C -0.346 0.889 -0.525
N -2.371 -0.412 -0.334
C -0.940 -3.514 -1.132
C 3.936 0.424 -0.282
C -4.749 0.160 1.508
C 2.856 -1.577 0.576
H -1.831 -3.282 0.830
H 1.423 4.697 -1.108
C 2.254 -0.770 -1.669
H -1.596 -4.373 -1.267
C -3.457 0.498 -0.683
H 0.377 0.600 3.096
H -4.866 1.848 0.172
N 0.692 1.592 0.035
N -0.520 0.947 -1.877
C -1.444 -2.649 0.030
H -5.521 -1.324 0.132
C -1.008 0.047 1.680
C -1.188 5.451 -1.194
H -0.547 6.142 -1.737
O -1.686 -0.578 2.469
N 0.159 0.685 2.109
H -3.063 1.282 -1.338
O 1.934 2.060 1.887
H 1.586 2.299 -1.729
C 4.606 0.568 0.910
O -3.576 -2.210 -0.954
H -5.128 0.726 2.363
C 3.041 -0.634 -0.456
C -1.227 0.183 0.265
N 2.024 -2.658 0.431
C -2.575 -1.753 -0.436
H 0.994 -2.107 -2.573
```

As for the orbital gap: 8.71 eV. The value obtained for the highest occupied orbital energy is -8.54 eV. The calculation puts the energy above the lowest of the compared OMol25 structures with the same formula, charge and spin at 0.0 kcal per mole. As for the max |F|: 0.73 eV/A. For the LUMO energy, the calculation gives 0.2 eV. The value obtained for the total energy is -1563.40075 a.u. The multiplicity is 1. As for the SMILES: CCCCN(C(=O)CCCc1nc2ccccc2c(=O)[nH]1)c1c(N)n(CCCC)c(=O)[nH]c1=O.

# 3
Formula: C24H33AsN2O3PdS
Source: OMol25
Level of theory: ωB97M-V with the def2-TZVPD basis set

Geometry as XYZ:
```
65
Properties=species:S:1:pos:R:3
C 2.160 0.973 3.776
H 2.431 4.015 -0.482
H 5.608 -0.704 -1.378
H 4.470 -0.979 1.362
C 5.550 -4.066 -0.910
C 3.876 -1.875 -0.951
H -1.369 -0.324 -2.840
C -3.327 -1.228 -3.129
C 2.533 -0.138 1.608
H -4.352 1.174 -1.550
C 4.277 -0.042 3.293
H 5.291 -0.294 3.575
C 5.231 -1.700 -1.189
N 0.431 0.911 2.088
H -0.649 2.626 4.747
H -3.060 -1.653 -4.098
O 3.627 0.702 -1.074
H 0.889 4.764 -2.389
H -4.870 -1.412 2.051
H 1.060 4.139 0.647
C -2.075 -0.959 -2.300
O -0.490 2.333 -0.597
H 2.284 -3.237 -0.510
H -3.886 -0.311 -3.316
Pd 0.073 0.418 -0.009
H -0.488 4.864 -1.272
C 4.190 -4.229 -0.674
C -3.673 -1.232 0.255
C 6.070 -2.807 -1.168
N 1.964 -0.529 0.392
C 3.479 0.643 4.163
S 2.796 -0.471 -0.976
C 1.582 3.480 -0.053
H -2.801 1.911 -1.988
C 3.810 -0.434 2.023
O 1.820 -0.723 -2.019
As -2.368 -0.055 -0.592
C 0.073 4.199 -1.933
C 1.688 0.582 2.506
C 0.033 2.045 4.143
C -0.354 1.621 2.860
H -1.321 1.878 2.445
H -4.480 -1.415 -0.455
H 1.612 2.032 5.574
H 7.129 -2.683 -1.354
C -3.541 2.573 -0.082
C -3.386 1.505 -1.162
C 1.279 1.716 4.592
H -1.538 -1.884 -2.079
H -0.598 3.852 -2.719
H -4.160 2.234 0.749
C -4.205 -0.689 1.577
H 1.170 2.367 -1.833
H -4.771 0.230 1.432
H -4.014 3.463 -0.501
H 6.206 -4.927 -0.891
H -2.558 2.860 0.290
H 1.981 2.627 0.499
H -3.159 -2.182 0.415
C 0.615 3.017 -1.137
H 3.842 0.946 5.136
H 3.790 -5.214 -0.472
C 3.345 -3.132 -0.695
H -3.390 -0.476 2.272
H -3.993 -1.933 -2.632
```

As for the orbital gap (spin up / spin down): 7.51 / 7.23 eV. The value obtained for the highest occupied orbital energy (spin up / spin down) is -7.58 / -8.03 eV. The calculation puts the energy above the lowest of the compared OMol25 structures with the same formula, charge and spin at 0.0 kcal per mole. As for the max |F|: 0.52 eV/A. For the LUMO energy (spin up / spin down), the calculation gives -0.1 / -0.8 eV. The value obtained for the total energy is -4031.34536 a.u. The multiplicity is 3.

# 4
Formula: C24H33BiNOP2
Source: OMol25
Level of theory: ωB97M-V with the def2-TZVPD basis set

Geometry as XYZ:
```
62
Properties=species:S:1:pos:R:3
H -0.285 -0.222 -2.844
O -0.261 0.977 4.065
C 0.014 0.482 3.048
C 3.904 -3.493 1.684
C -2.785 4.445 0.260
H 1.779 -3.867 1.406
C -1.143 -3.293 -0.614
C 3.226 0.920 -0.693
H -1.624 6.091 1.014
C 2.431 -3.162 1.953
C -1.520 2.695 -0.903
H 2.951 3.302 1.198
H 2.115 -1.665 -2.114
H 1.807 3.561 -1.133
H 2.738 -1.038 1.869
C -0.373 4.603 0.087
H 2.679 -2.444 3.993
C -1.605 5.117 0.492
H -1.567 0.474 0.770
H -0.929 -1.887 -3.335
H 0.869 2.227 -1.984
C -2.783 3.199 -0.433
H -0.616 -3.845 0.192
H 2.773 1.867 2.309
H 0.560 5.144 0.280
H 2.934 0.423 -1.643
C 2.003 -1.798 1.613
H 2.042 -2.984 -0.847
C -4.927 0.290 -1.545
H -5.587 -1.607 -2.320
C -3.906 2.402 -0.664
H 1.035 -2.947 3.615
H 4.111 -4.513 2.072
H -4.884 2.776 -0.367
H -5.913 0.652 -1.261
C -3.451 -1.399 -2.453
P 1.773 1.626 0.124
C -4.725 -0.946 -2.119
H -3.295 -2.392 -2.894
N -1.448 1.506 -1.515
H -1.259 -3.912 -1.516
C -0.945 -1.068 -2.590
H 2.273 -4.200 3.884
H 4.545 -2.753 2.198
C 1.523 -2.516 -1.717
H -2.122 -2.911 -0.257
C 2.100 -3.208 3.454
P -0.112 -1.950 -1.222
C -2.521 0.733 -1.725
C -3.828 1.168 -1.310
H 0.984 -1.717 2.111
H 1.248 -3.244 -2.499
C 1.007 2.802 -1.054
H 4.105 -3.453 0.596
H 1.372 3.012 2.069
Bi 0.071 -0.234 0.785
H 3.731 0.192 -0.019
H 3.854 1.805 -0.872
C -0.304 3.402 -0.596
H -3.754 4.828 0.578
C -2.344 -0.596 -2.254
C 2.261 2.545 1.597
```

As for the orbital gap: 4.50 eV. The value obtained for the highest occupied orbital energy is -8.12 eV. The calculation puts the energy above the lowest of the compared OMol25 structures with the same formula, charge and spin at 52.1 kcal per mole. As for the max |F|: 7.89 eV/A. For the LUMO energy, the calculation gives -3.6 eV. The value obtained for the total energy is -1961.18837 a.u. The charge is +1. The multiplicity is 1.

# 5
Formula: C24H33Br15O2
Source: OMol25
Level of theory: ωB97M-V with the def2-TZVPD basis set

Geometry as XYZ:
```
74
Properties=species:S:1:pos:R:3
Br 0.905 3.275 -4.566
H -2.355 1.480 -10.008
Br -2.435 6.487 6.088
Br -1.586 -8.978 -2.943
H -0.113 6.868 6.823
O -0.648 0.507 0.246
H 1.711 -3.077 3.967
H 6.836 -2.613 5.092
H -1.767 2.381 -3.747
C -0.170 7.740 4.866
C -0.512 6.642 5.837
H 2.849 4.012 2.999
H 0.416 -4.323 2.084
C -1.130 1.510 -3.607
H 5.395 -4.557 4.951
C -2.239 -2.163 -0.929
C -3.381 -6.751 -2.778
C 0.769 -3.296 2.019
C -1.113 2.870 0.609
H 2.710 -3.864 2.730
H -1.445 4.724 1.561
Br 2.186 -0.235 -0.857
H -1.816 2.998 -7.966
C -3.346 -2.888 -0.220
Br -0.505 7.188 3.034
C -2.769 2.526 -8.183
C 4.934 -3.594 5.161
H 6.237 -2.868 6.742
H -0.737 8.650 5.031
Br 3.517 -3.975 6.439
C 1.212 1.870 0.901
H -0.157 5.668 5.515
Br -0.613 1.455 -1.673
H -1.607 -1.641 -0.216
C -3.166 -8.021 -3.556
C 1.964 -3.092 2.911
Br -1.186 0.142 -8.298
H -2.597 -1.459 -1.674
C 5.949 -2.636 5.722
H 0.893 7.968 4.906
C -2.629 1.256 -8.979
H -2.468 -6.184 -2.628
C 0.069 1.516 -4.518
H 4.456 -3.217 4.263
H -4.118 -6.120 -3.272
Br -3.640 2.202 -6.474
H -4.000 -8.710 -3.480
H -1.926 2.968 -0.090
H -2.975 -7.797 -4.603
H 4.441 0.993 0.436
C 1.460 2.871 1.855
O 0.241 3.887 3.612
C -0.866 3.814 1.500
H -3.002 -3.765 0.319
Br -0.736 -2.201 2.591
C 2.320 1.182 0.390
H -3.412 3.233 -8.702
C 0.278 3.580 2.451
H 0.963 -3.048 0.980
H -3.859 -2.220 0.469
H -0.219 1.311 -5.548
H 4.810 2.777 2.061
Br -4.716 -3.492 -1.462
Br 2.863 -1.408 2.522
Br 5.276 -0.812 5.725
H -3.528 0.649 -8.968
Br -1.050 -3.405 -1.853
H 0.835 0.809 -4.213
C -0.236 1.629 0.516
C 3.804 2.526 1.753
H -1.719 0.605 -3.754
Br -4.119 -7.106 -1.015
C 2.727 3.218 2.274
C 3.585 1.529 0.828
```

As for the orbital gap: 8.24 eV. The value obtained for the highest occupied orbital energy is -9.10 eV. As for the max |F|: 7.43 eV/A. For the LUMO energy, the calculation gives -0.9 eV. The value obtained for the total energy is -39694.91719 a.u. The multiplicity is 1.

# 6
Formula: C24H33Cl12F3IN2O6PS
Source: OMol25
Level of theory: ωB97M-V with the def2-TZVPD basis set

Geometry as XYZ:
```
83
Properties=species:S:1:pos:R:3
C -10.772 -5.377 5.038
Cl -6.813 -6.348 3.483
Cl 2.439 7.074 -1.518
F 6.501 -1.808 0.792
C 1.611 0.479 -0.870
C -3.294 0.375 -1.640
H 4.924 1.819 0.428
Cl 2.646 -1.410 -6.446
H 1.436 -0.501 -0.211
H 4.409 0.766 -2.151
C 2.604 1.441 0.010
H -0.714 0.941 -0.583
H 2.904 4.217 3.910
C -4.783 -1.890 0.175
Cl -4.418 -5.253 2.239
Cl -6.886 -3.708 2.256
H -6.556 -0.266 0.458
Cl -0.232 5.926 -1.337
C -1.025 -1.461 -1.958
H 5.953 0.388 -1.113
C 5.907 -2.852 -0.083
Cl 0.111 8.692 -2.185
N -0.487 -0.693 -3.121
H 2.099 0.070 -1.879
C -4.796 0.726 -0.996
C 4.786 0.222 -1.185
H -6.476 -5.784 1.220
H 4.095 -0.143 3.185
Cl -9.647 -4.569 3.934
H 2.003 0.581 -7.531
Cl -9.949 -6.670 5.929
C 5.512 -2.090 -1.503
H 0.666 7.726 -0.108
H -0.297 -1.545 -1.020
H -5.278 -2.758 0.826
C 4.356 0.903 3.687
Cl 0.206 0.136 -6.073
H 0.870 0.951 -3.485
C -2.501 -1.033 -1.405
C 2.808 3.025 -0.439
C -6.187 -5.333 2.173
C -5.506 -0.437 -0.065
H 4.222 0.110 1.019
C -3.301 -2.180 -0.487
H -5.348 1.749 -1.146
O 0.240 3.640 2.089
H -0.926 1.487 -3.342
O 4.380 -1.199 -1.201
H -11.574 -5.824 4.446
C 4.163 0.946 0.187
H 3.780 3.590 -0.119
H -2.817 1.214 -2.298
O 2.566 3.268 4.084
H -1.052 1.449 1.509
Cl 2.790 1.318 -5.435
H -2.940 -3.928 0.568
C 1.395 0.477 2.401
Cl -11.490 -4.209 6.160
H 5.193 -2.947 -2.261
H 1.813 -0.576 2.023
C 2.100 1.707 1.583
H 0.256 2.365 -1.335
O -0.927 -0.925 1.492
C 1.922 0.206 -6.508
H 6.435 -1.541 -2.005
C 0.190 1.172 -1.328
C 1.236 3.123 1.365
F 6.804 -4.031 -0.289
H -1.184 -0.756 -3.905
H 0.975 4.250 -0.495
P 3.437 2.345 2.841
S -0.482 0.394 2.238
I 2.861 3.375 -2.642
C -0.130 0.733 -2.868
F 4.657 -3.311 0.616
N 1.730 3.936 0.185
C 0.737 7.398 -1.149
H 1.604 0.491 3.576
H 5.517 1.058 3.791
O -2.624 -3.503 -0.284
H 3.916 0.822 4.794
O -1.214 0.370 3.623
H -1.137 -2.592 -2.329
```

As for the orbital gap: 7.47 eV. The value obtained for the highest occupied orbital energy is -7.66 eV. As for the max |F|: 8.48 eV/A. For the LUMO energy, the calculation gives -0.2 eV. The value obtained for the total energy is -8353.69833 a.u. The multiplicity is 1. As for the SMILES: CP(O)[C@@]1(C[SH](=O)=O)C(=O)N[C@H](I)[C@@]1(CCCNCc1ccccc1O)CCOCC(F)(F)F.ClC(Cl)Cl.ClC(Cl)Cl.ClC(Cl)Cl.ClC(Cl)Cl.

# 7
Formula: C24H33Cl2N4NiO3S
Source: OMol25
Level of theory: ωB97M-V with the def2-TZVPD basis set

Geometry as XYZ:
```
68
Properties=species:S:1:pos:R:3
H -1.472 2.002 -3.683
H 2.762 5.697 0.300
H -1.992 -3.884 6.021
C -3.292 0.683 1.422
C -1.698 -2.366 4.508
C 1.929 4.470 -2.002
H 0.876 -2.508 -5.244
C -4.197 1.587 -0.631
S -3.732 1.976 -2.260
C -1.655 -3.673 5.004
H -1.077 -5.723 4.597
C -1.162 -4.710 4.198
H 1.447 -1.290 -4.054
N -0.541 -1.915 -3.835
C -0.795 -4.446 2.876
H 1.523 5.490 -1.944
C 3.431 -2.672 1.930
H 3.114 4.168 1.164
H 3.710 -1.679 2.296
H -6.227 2.229 -0.633
H -2.447 0.272 1.966
C -1.217 -2.088 3.220
C 1.180 -3.042 0.844
C -0.839 -3.136 2.379
O 0.552 2.291 -0.925
H -2.518 -2.599 -3.782
C -3.099 1.016 0.074
O -0.898 -1.725 0.470
H -4.649 0.646 3.083
H -1.436 -3.506 -4.873
H 2.720 -3.885 -0.388
H -6.547 1.638 1.804
C 1.364 2.923 -0.218
H 1.455 -2.633 2.882
H -0.437 -5.245 2.219
H 1.069 -3.947 -1.096
H -2.008 -1.893 -5.350
C -0.352 -2.879 0.932
C -5.431 1.797 -0.035
H 1.515 2.653 0.834
H 2.898 4.524 -2.516
Cl 0.013 1.051 2.098
C 3.066 4.645 0.180
C -1.692 -2.507 -4.495
C -2.128 1.407 -1.889
O 0.301 -0.785 -2.042
H 4.067 4.643 -0.280
C 1.764 -3.345 -0.496
Cl 2.301 -0.058 -0.093
H -2.088 -1.547 5.116
H 0.349 -0.824 -5.402
H 1.247 3.823 -2.555
H 3.875 -3.409 2.609
H -0.754 -3.693 0.297
N -1.953 0.881 -0.686
H -1.576 -1.647 -2.062
H 1.980 -2.393 -1.012
H 3.878 -2.795 0.940
H -0.238 1.650 -2.516
C -5.596 1.461 1.314
C -4.521 0.907 2.033
N 2.112 3.939 -0.661
C 0.608 -1.610 -4.677
Ni 0.003 0.051 0.054
C 1.945 -2.794 1.920
N -1.196 1.505 -2.847
H -1.133 -1.052 2.874
C -0.623 -1.436 -2.584
```

As for the orbital gap (spin up / spin down): 6.43 / 6.43 eV. The value obtained for the highest occupied orbital energy (spin up / spin down) is -4.33 / -4.32 eV. As for the max |F|: 2.52 eV/A. For the LUMO energy (spin up / spin down), the calculation gives 2.1 / 2.1 eV. The value obtained for the total energy is -4206.11895 a.u. The charge is -1. The multiplicity is 3.